{
  "formula": "C23H27N7S2",
  "method": "ωB97M-V/def2-TZVPD",
  "multiplicity": 1,
  "lumo_ha": -0.003,
  "orbital_gap_ev": 7.36,
  "e_homo_ev": -7.45,
  "species": ["C", "C", "S", "C", "C", "H", "C", "C", "N", "N", "N", "N", "C", "C", "C", "C", "C", "C", "H", "H", "H", "H", "H", "H", "H", "H", "H", "H", "H", "N", "C", "H", "C", "N", "C", "N", "C", "C", "C", "C", "C", "C", "S", "H", "H", "H", "H", "C", "H", "C", "H", "H", "H", "H", "H", "H", "H", "H", "H"],
  "positions_angstrom": [[-1.89150, -3.87256, 0.32053], [-0.56868, -4.25835, -0.22712], [0.44781, -2.81041, -0.57875], [-0.90022, -1.83606, -0.08788], [-2.05353, -2.64753, 0.17420], [-3.02451, -2.07219, 0.73331], [-0.78688, -0.45610, 0.01698], [-1.53064, 0.22366, -1.40861], [-1.11855, 0.33260, -2.61503], [-2.03606, 0.71520, -3.25536], [-3.16471, 1.14213, -2.51594], [-2.90963, 0.69594, -1.38035], [-3.75289, 0.53432, -0.33183], [-4.18012, 2.26658, -0.03382], [-5.24440, 2.29175, 0.91542], [-6.52031, 1.40203, 0.87476], [-5.99390, -0.18430, 0.62658], [-5.03328, -0.20174, -0.45905], [-5.31728, 0.29934, -1.55002], [-4.72516, -1.14362, -0.54841], [-6.94642, -0.64033, 0.24581], [-5.72237, -0.29709, 1.66610], [-7.17822, 1.63121, 1.61886], [-6.99551, 1.83298, 0.00790], [-5.54137, 3.52150, 0.89771], [-4.70163, 2.02314, 1.98114], [-4.61610, 2.33082, -1.02013], [-3.29117, 2.95896, 0.11597], [-3.36396, 0.34205, 0.81068], [-0.98813, 0.35127, 1.15603], [-0.54826, 1.88630, 0.99788], [-0.54597, 2.07519, -0.11874], [0.84825, 2.00198, 1.74375], [1.54590, 0.60287, 1.64570], [2.69826, 0.59732, 1.01056], [3.32850, 1.85391, 0.43919], [4.49210, 1.29785, -0.35898], [5.29941, 2.15116, -0.64732], [6.44973, 1.66349, -1.42859], [6.70001, 0.41338, -1.17181], [6.07847, -0.64740, -0.38945], [4.69341, 0.01211, 0.22362], [3.52292, -0.92914, 0.96294], [6.21122, -1.74860, -0.38097], [7.62871, -0.02999, -1.76413], [7.27859, 2.20216, -2.02207], [5.10506, 3.05491, -1.00615], [1.10660, -0.55560, 2.36361], [1.35808, -0.39791, 3.25784], [-0.68623, -0.18839, 2.34731], [-0.99821, -1.18607, 2.34362], [-0.86958, 0.40893, 3.07971], [1.45836, -1.25700, 1.69486], [0.75509, 2.16231, 2.87328], [1.51583, 2.66350, 1.33422], [-1.25732, 2.48871, 1.77848], [0.33169, -0.25606, -0.51872], [-0.43160, -5.23343, -0.33966], [-2.69315, -4.46788, 0.52049]],
  "nbo_charge": [-0.258, -0.377, 0.510, -0.273, -0.201, 0.199, -0.079, 0.287, -0.253, -0.093, -0.093, -0.187, -0.039, -0.398, -0.395, -0.393, -0.421, -0.438, 0.221, 0.214, 0.237, 0.229, 0.211, 0.192, 0.211, 0.169, 0.203, 0.231, 0.253, -0.459, -0.231, 0.250, -0.224, -0.421, 0.253, -0.572, 0.084, -0.212, -0.213, -0.247, -0.198, -0.230, 0.399, 0.229, 0.189, 0.232, 0.220, -0.256, 0.180, -0.162, 0.216, 0.187, 0.201, 0.192, 0.263, 0.216, 0.210, 0.209, 0.225]
}